A) DFT (ωB97M-V/def2-TZVPD) results for a molecular structure, C3H9NO3.

## Properties
LUMO   0.804 eV
Gap between HOMO and LUMO   9.0 eV

Last column: natural (NBO) charge in e.
Positions of all 16 atoms, in Å:
C  0.740  -0.140  0.402  0.14
C  1.607  0.770  -0.449  -0.66
O  1.353  -1.443  0.304  -0.75
O  0.733  0.258  1.767  -0.75
H  0.856  -2.039  0.878  0.47
H  1.650  0.349  2.068  0.46
H  -0.802  0.720  0.430  0.50
H  1.247  1.797  -0.385  0.21
H  2.648  0.739  -0.107  0.20
H  1.587  0.450  -1.491  0.22
N  -1.661  -0.900  -0.719  -0.77
C  -2.341  0.172  -0.482  0.50
O  -1.815  1.099  0.251  -0.66
H  -0.473  -0.654  -0.164  0.33
H  -2.056  -1.613  -1.316  0.39
H  -3.275  0.434  -0.987  0.16

---

B) DFT (ωB97M-V/def2-TZVPD) results for 2 unconnected molecules or ions with the total composition C3H9NO3.

## Properties
LUMO   0.584 eV
Gap between HOMO and LUMO   10.3 eV

Last column: natural (NBO) charge in e.
Positions of all 16 atoms, in Å:
N  1.473  0.428  1.141  -0.85
C  0.249  -0.367  0.636  -0.21
C  -1.132  0.008  1.310  -0.54
C  -2.069  -1.243  1.339  0.80
O  -3.159  -1.417  0.765  -0.58
O  -1.529  -2.237  2.217  -0.72
H  1.352  0.647  2.136  0.37
H  2.220  -0.216  0.846  0.37
H  0.354  -1.470  0.602  0.18
H  0.199  -0.130  -0.411  0.18
H  -1.042  0.357  2.359  0.25
H  -1.675  0.538  0.499  0.25
H  -1.907  -3.074  1.729  0.49
O  2.345  3.106  -4.982  -0.93
H  2.080  2.769  -5.794  0.46
H  2.241  2.300  -4.392  0.47

---

C) DFT (ωB97M-V/def2-TZVPD) results for 2 unconnected molecules or ions with the total composition C3H9NO3.

## Properties
LUMO   0.643 eV
Gap between HOMO and LUMO   10.7 eV

Last column: natural (NBO) charge in e.
Positions of all 16 atoms, in Å:
N  0.680  0.845  0.649  -0.83
C  -0.009  0.767  -0.630  -0.20
C  -1.514  0.724  -0.357  0.44
O  -2.334  0.795  -1.224  -0.50
C  0.385  -0.516  -1.365  -0.06
O  1.577  -0.362  -2.147  -0.72
H  1.690  0.776  0.509  0.37
H  0.502  1.734  1.103  0.36
H  0.159  1.572  -1.356  0.19
H  -1.754  0.631  0.719  0.12
H  0.586  -1.320  -0.643  0.17
H  -0.418  -0.863  -2.017  0.19
H  1.853  0.559  -2.098  0.46
O  -0.764  -1.559  3.119  -0.93
H  -0.708  -1.924  2.225  0.47
H  0.067  -1.860  3.513  0.47

---

Last place for stability: A)

---

A) DFT (ωB97M-V/def2-TZVPD) results for 2 unconnected molecules or ions with the total composition C3H9NO3.

## Properties
LUMO   0.654 eV
Gap between HOMO and LUMO   10.2 eV

Last column: natural (NBO) charge in e.
Positions of all 16 atoms, in Å:
N  -0.910  -2.001  -0.512  -0.85
C  -0.164  -0.744  -0.508  -0.21
C  1.318  -1.088  -0.271  -0.54
C  2.319  0.006  -0.186  0.79
O  3.508  -0.118  -0.081  -0.58
O  1.698  1.219  -0.200  -0.70
H  -1.590  -2.046  -1.265  0.36
H  -1.458  -2.123  0.334  0.36
H  -0.259  -0.254  -1.463  0.19
H  -0.474  -0.094  0.299  0.19
H  1.601  -1.834  -1.023  0.25
H  1.379  -1.750  0.613  0.24
H  2.332  1.946  -0.224  0.50
O  -5.878  2.261  1.313  -0.93
H  -5.530  1.949  2.164  0.47
H  -6.722  1.795  1.244  0.47

---

B) DFT (ωB97M-V/def2-TZVPD) results for C3H9NO3 in the gas phase.

## Properties
LUMO   0.827 eV
Gap between HOMO and LUMO   10.6 eV

Last column: natural (NBO) charge in e.
Positions of all 16 atoms, in Å:
C  -1.051  0.913  0.810  -0.62
C  0.076  0.242  0.047  -0.10
C  -0.314  -0.076  -1.385  -0.07
O  -0.561  1.183  -2.057  -0.73
N  0.357  -1.126  0.660  0.10
O  1.536  -1.632  0.037  -0.61
O  0.628  -1.011  2.019  -0.57
H  -1.909  0.248  0.859  0.22
H  -1.331  1.830  0.299  0.23
H  -0.750  1.148  1.829  0.22
H  0.999  0.849  0.071  0.17
H  -1.257  -0.620  -1.415  0.19
H  0.479  -0.631  -1.897  0.19
H  0.274  1.658  -2.142  0.46
H  1.466  -2.594  0.102  0.48
H  1.359  -0.380  2.162  0.44

---

Last place for stability: B)

---

A) DFT (ωB97M-V/def2-TZVPD) results for 2 unconnected molecules or ions with the total composition C3H9NO3.

## Properties
LUMO   -3.555 eV
Gap between HOMO and LUMO   6.2 eV

Last column: natural (NBO) charge in e.
Positions of all 16 atoms, in Å:
O  1.140  -1.192  0.028  -0.60
C  0.365  -0.373  -0.720  0.34
O  -0.013  -0.765  -1.845  -0.39
C  -0.992  -0.089  0.215  0.10
C  -2.061  0.595  -0.634  -0.61
N  -0.597  0.724  1.312  -0.76
H  0.849  0.639  -0.728  0.32
H  -1.328  -1.074  0.549  0.22
H  -2.232  -0.072  -1.480  0.23
H  -1.657  1.528  -1.031  0.23
H  -2.964  0.806  -0.070  0.24
H  -0.950  0.382  2.203  0.37
H  0.481  0.853  1.400  0.45
H  2.720  1.055  1.576  0.48
H  1.685  -0.549  0.619  0.51
O  1.954  0.729  1.086  -1.14

---

B) DFT (ωB97M-V/def2-TZVPD) results for 2 unconnected molecules or ions with the total composition C3H9NO3.

## Properties
LUMO   0.622 eV
Gap between HOMO and LUMO   9.2 eV

Last column: natural (NBO) charge in e.
Positions of all 16 atoms, in Å:
C  0.803  2.634  -0.319  -0.40
N  -0.236  1.723  -0.503  -0.65
C  -0.187  0.322  -0.241  -0.32
C  -1.483  -0.391  -0.545  0.79
O  -2.520  -0.184  0.070  -0.56
O  -1.291  -1.472  -1.430  -0.69
H  0.525  3.771  -0.411  0.22
H  1.788  2.348  -0.858  0.19
H  1.147  2.402  0.671  0.16
H  -1.172  1.913  -0.385  0.38
H  0.092  0.136  0.847  0.18
H  0.505  -0.229  -0.944  0.21
H  -2.030  -1.503  -1.925  0.48
O  1.482  -3.887  1.639  -0.94
H  1.070  -4.546  2.293  0.48
H  1.507  -3.038  2.041  0.47

---

C) DFT (ωB97M-V/def2-TZVPD) results for 2 unconnected molecules or ions with the total composition C3H9NO3.

## Properties
LUMO   0.447 eV
Gap between HOMO and LUMO   10.1 eV

Last column: natural (NBO) charge in e.
Positions of all 16 atoms, in Å:
N  -0.330  -1.090  1.261  -0.84
C  0.810  -1.380  0.560  0.68
O  1.324  -2.470  0.655  -0.60
C  1.245  -0.179  -0.284  -0.52
C  0.456  -0.160  -1.590  -0.05
O  0.816  0.986  -2.349  -0.73
H  -0.577  -1.668  2.053  0.40
H  -0.664  -0.141  1.327  0.40
H  0.899  0.734  0.206  0.21
H  2.318  -0.029  -0.387  0.24
H  0.546  -1.066  -2.192  0.17
H  -0.608  -0.052  -1.334  0.16
H  0.385  0.943  -3.215  0.47
O  -2.107  1.527  1.737  -0.96
H  -2.995  1.810  1.599  0.49
H  -1.518  2.235  1.952  0.48

---

Last place for stability: A)